No. 1
{
  "formula": "C5H13N4",
  "method": "ωB97M-V/def2-TZVPD",
  "species": ["C", "C", "C", "C", "C", "N", "N", "N", "N", "H", "H", "H", "H", "H", "H", "H", "H", "H", "H", "H", "H", "H"],
  "xyz": [[0.38347, 0.80343, -0.64813], [1.03601, 0.01662, 1.61176], [0.35908, 2.77442, -2.20324], [-0.20587, -2.03173, -1.19481], [-1.48563, -1.73796, 0.90005], [0.23401, -0.17719, 0.21157], [0.50033, 1.65467, -1.44596], [-0.26513, -1.56322, 0.12047], [0.73625, 1.00945, 2.51863], [0.67880, -0.95556, 2.08914], [2.06000, 0.05408, 1.12402], [-0.70421, 3.03895, -2.46356], [0.88821, 3.68273, -1.75817], [0.80834, 2.50941, -3.25691], [-0.79869, -1.36201, -1.93397], [0.83885, -2.19194, -1.56246], [-0.61957, -3.04399, -1.23294], [-2.00614, -2.52078, 0.37366], [-1.20943, -2.02352, 1.97843], [-2.14727, -0.78112, 1.00289], [0.96755, 1.98410, 2.53429], [-0.04896, 0.86116, 3.23524]],
  "forces_ev_per_a": [[0.213, -2.702, 2.985], [-0.437, -1.644, 0.232], [0.763, 1.930, -3.337], [-0.144, -1.082, -2.600], [-0.231, 0.694, 2.203], [0.626, 1.986, 0.641], [-0.736, 0.189, -1.123], [-0.395, 2.310, -0.352], [-2.315, -0.152, 1.758], [1.443, 0.974, -0.497], [-1.030, -0.143, 1.264], [0.842, -0.376, 0.676], [-0.643, -1.067, -0.640], [-0.533, 0.928, 1.827], [0.936, -0.874, 1.112], [-0.717, 0.713, 0.419], [-0.298, 0.230, -0.040], [-0.519, -0.330, 0.383], [-0.561, 0.065, -1.603], [1.383, -1.589, -0.618], [0.599, 0.045, -0.868], [1.755, -0.107, -1.823]],
  "spin_multiplicity": 3,
  "fmax_ev_per_a": 4.03,
  "homo_ha": [-0.34160, -0.50244],
  "total_charge": 1,
  "de_lowest_kj_mol": 311.7
}

No. 2
{
  "formula": "C5H16NO",
  "method": "ωB97M-V/def2-TZVPD",
  "species": ["C", "C", "C", "C", "C", "N", "H", "H", "H", "H", "H", "H", "H", "H", "H", "H", "H", "H", "H", "H", "H", "H", "O"],
  "xyz": [[0.82510, -1.27638, -1.29795], [-0.24085, -0.32178, -0.76393], [-0.69716, -0.58011, 0.69882], [-1.76079, -1.67789, 0.72629], [0.42946, -0.79640, 1.71672], [0.23614, 1.11702, -0.84418], [0.30309, -2.22500, -1.40232], [1.63655, -1.40326, -0.58775], [1.13090, -1.01176, -2.31109], [-1.11055, -0.39303, -1.41715], [-1.18621, 0.35911, 0.91345], [-2.09877, -1.66757, 1.77407], [-1.36830, -2.66251, 0.49922], [-2.70111, -1.40019, 0.25286], [0.44632, -1.69119, 2.33314], [0.41783, 0.00774, 2.45412], [1.37494, -0.73595, 1.19122], [1.16272, 1.18360, -0.41913], [-0.36525, 1.77756, -0.36248], [0.42555, 1.37627, -1.81269], [0.42547, 4.20815, 0.02983], [1.76069, 4.14072, -0.79849], [0.95423, 3.67286, -0.57258]],
  "forces_ev_per_a": [[-0.949, 0.189, 0.016], [0.190, -0.502, 0.383], [-0.265, -0.419, -1.016], [-0.369, 0.846, 1.711], [0.274, 0.891, 0.017], [1.025, -1.148, -0.356], [0.177, -0.238, 0.072], [0.277, 0.031, -0.354], [0.346, 0.081, 0.156], [-0.081, 0.250, 0.091], [-0.515, 0.243, 0.589], [0.256, -0.548, -0.072], [-0.171, -0.087, -0.267], [0.293, -0.229, -0.828], [-0.402, -0.389, -0.488], [0.075, 0.100, -0.077], [0.441, -0.052, 0.283], [-0.093, 0.186, 0.364], [-0.075, 0.201, -0.295], [-0.480, 0.415, 0.014], [0.394, 0.334, -0.128], [-0.034, 0.378, 0.165], [-0.314, -0.533, 0.020]],
  "fmax_ev_per_a": 1.94,
  "homo_ha": -0.56195,
  "total_charge": 1,
  "de_lowest_kj_mol": 59.5
}